{"formula": "C37H94N16O30P", "method": "wB97M-V/def2-TZVPD", "e_lumo_ha": 0.030, "homo_lumo_gap_ev": 4.51, "homo_ev": -3.7, "charge": -1, "species": ["C", "C", "O", "C", "C", "O", "C", "C", "O", "C", "P", "N", "C", "C", "C", "C", "N", "C", "C", "C", "C", "C", "C", "C", "C", "C", "O", "C", "N", "C", "C", "C", "H", "H", "H", "H", "H", "H", "H", "H", "H", "H", "H", "H", "H", "H", "H", "H", "H", "H", "H", "H", "H", "H", "H", "H", "H", "H", "H", "H", "H", "H", "H", "H", "H", "H", "H", "H", "H", "H", "H", "H", "H", "H", "H", "H", "H", "H", "H", "H", "H", "H", "H", "H", "H", "H", "H", "C", "N", "O", "O", "H", "H", "H", "C", "N", "O", "O", "H", "H", "H", "C", "N", "O", "O", "H", "H", "H", "C", "N", "O", "O", "H", "H", "H", "C", "N", "O", "O", "H", "H", "H", "C", "N", "O", "O", "H", "H", "H", "C", "N", "O", "O", "H", "H", "H", "C", "N", "O", "O", "H", "H", "H", "C", "N", "O", "O", "H", "H", "H", "C", "N", "O", "O", "H", "H", "H", "C", "N", "O", "O", "H", "H", "H", "C", "N", "O", "O", "H", "H", "H", "C", "N", "O", "O", "H", "H", "H"], "positions_angstrom": [[-1.85, -6.29, 5.61], [-1.39, -7.59, 4.94], [-0.07, -7.94, 5.33], [0.91, -7.72, 4.35], [1.12, -6.27, 3.97], [1.34, -5.49, 5.12], [1.07, -4.11, 4.92], [2.03, -3.46, 3.93], [1.95, -2.06, 3.95], [0.73, -1.54, 3.40], [1.11, -0.69, 1.69], [2.24, 0.49, 2.54], [-0.29, 0.59, 1.89], [-1.50, 0.62, 0.94], [-1.40, 1.46, -0.35], [-1.17, 0.69, -1.67], [-1.68, -0.69, -1.65], [1.68, 0.01, -0.02], [3.18, -0.15, -0.30], [3.86, 1.13, -0.80], [3.90, 2.28, 0.21], [5.04, 2.15, 1.24], [5.76, 3.48, 1.52], [5.24, 4.21, 2.75], [6.05, 5.47, 3.04], [5.71, 6.11, 4.37], [4.31, 6.33, 4.46], [3.97, 7.23, 5.49], [-0.06, -1.95, 0.92], [0.21, -3.13, 0.60], [-0.76, -4.27, 0.92], [1.42, -3.56, -0.22], [-2.08, -5.52, 4.88], [-2.72, -6.46, 6.25], [-1.04, -5.92, 6.23], [-2.06, -8.42, 5.18], [-1.45, -7.46, 3.86], [0.64, -8.26, 3.43], [1.85, -8.16, 4.70], [1.98, -6.23, 3.28], [0.25, -5.89, 3.42], [1.23, -3.63, 5.89], [0.01, -3.96, 4.65], [3.04, -3.73, 4.26], [1.91, -3.84, 2.91], [0.35, -0.82, 4.13], [-0.01, -2.34, 3.28], [2.23, -1.63, 1.59], [1.89, 0.75, 3.45], [3.14, 0.05, 2.68], [0.20, 1.57, 1.82], [-0.69, 0.55, 2.91], [-1.91, -0.37, 0.74], [-2.30, 1.13, 1.51], [-0.62, 2.21, -0.21], [-2.33, 2.02, -0.46], [-1.69, 1.23, -2.47], [-0.12, 0.72, -1.95], [-0.92, -1.35, -1.71], [-2.35, -0.85, -2.38], [1.15, -0.59, -0.76], [1.42, 1.07, -0.12], [3.31, -0.88, -1.10], [3.72, -0.57, 0.56], [4.89, 0.89, -1.08], [3.31, 1.45, -1.69], [4.00, 3.22, -0.35], [2.95, 2.35, 0.74], [4.57, 1.82, 2.17], [5.76, 1.41, 0.88], [5.67, 4.16, 0.66], [6.83, 3.30, 1.65], [4.20, 4.49, 2.55], [5.28, 3.53, 3.61], [7.11, 5.20, 3.09], [5.94, 6.21, 2.24], [6.05, 5.47, 5.20], [6.23, 7.07, 4.47], [4.69, 7.19, 6.32], [2.99, 6.96, 5.89], [3.91, 8.25, 5.10], [-0.24, -5.21, 1.08], [-1.42, -4.43, 0.06], [-1.40, -3.99, 1.76], [1.36, -3.17, -1.24], [1.52, -4.64, -0.28], [2.35, -3.18, 0.23], [-5.88, -8.54, 4.44], [-5.13, -7.52, 3.66], [-5.63, -6.43, 3.52], [-4.05, -7.87, 3.22], [-6.82, -8.09, 4.76], [-6.05, -9.39, 3.78], [-5.26, -8.83, 5.28], [-4.15, -3.44, -1.55], [-3.64, -3.36, -2.94], [-3.23, -4.37, -3.47], [-3.67, -2.26, -3.47], [-4.07, -4.47, -1.21], [-3.54, -2.77, -0.95], [-5.18, -3.11, -1.56], [-4.40, -0.75, -6.21], [-4.46, 0.27, -7.29], [-4.43, 1.44, -6.98], [-4.55, -0.14, -8.43], [-4.33, -0.25, -5.25], [-5.32, -1.34, -6.29], [-3.53, -1.37, -6.39], [3.00, 7.68, 0.12], [4.35, 7.07, 0.08], [5.31, 7.77, 0.35], [4.40, 5.90, -0.23], [3.10, 8.72, 0.41], [2.57, 7.58, -0.87], [2.42, 7.12, 0.85], [11.12, 4.74, 2.28], [9.71, 4.29, 2.14], [9.37, 3.31, 2.77], [9.00, 4.94, 1.41], [11.63, 4.07, 2.96], [11.57, 4.72, 1.28], [11.10, 5.76, 2.66], [-0.26, -5.96, 9.43], [-1.54, -6.71, 9.62], [-1.60, -7.53, 10.51], [-2.44, -6.44, 8.85], [0.44, -6.31, 10.17], [0.08, -6.17, 8.42], [-0.49, -4.91, 9.54], [-8.39, -3.19, -8.07], [-8.03, -2.90, -6.66], [-6.87, -2.61, -6.43], [-8.91, -2.96, -5.83], [-7.49, -3.09, -8.67], [-8.78, -4.20, -8.12], [-9.14, -2.46, -8.37], [4.29, 10.17, 9.21], [5.16, 9.89, 8.04], [4.66, 9.96, 6.94], [6.32, 9.61, 8.27], [3.30, 10.41, 8.85], [4.29, 9.28, 9.83], [4.73, 11.01, 9.75], [-8.57, -5.72, -0.69], [-7.28, -4.99, -0.84], [-7.06, -4.44, -1.90], [-6.54, -4.99, 0.12], [-9.12, -5.63, -1.62], [-8.33, -6.76, -0.47], [-9.10, -5.27, 0.14], [-3.36, 2.25, -10.13], [-2.40, 2.59, -11.22], [-2.77, 3.38, -12.08], [-1.32, 2.05, -11.20], [-4.27, 2.81, -10.29], [-3.54, 1.18, -10.16], [-2.89, 2.53, -9.19], [7.53, 2.82, -1.60], [7.66, 1.46, -2.19], [7.50, 0.52, -1.45], [7.90, 1.39, -3.38], [7.30, 2.72, -0.54], [8.47, 3.34, -1.76], [6.72, 3.33, -2.12], [-3.65, 6.38, -12.12], [-4.13, 7.66, -11.53], [-5.30, 7.74, -11.21], [-3.31, 8.55, -11.41], [-4.48, 5.69, -12.17], [-3.27, 6.61, -13.11], [-2.86, 6.00, -11.49], [-8.74, 0.63, -9.86], [-10.12, 0.08, -9.88], [-10.40, -0.77, -9.06], [-10.88, 0.52, -10.71], [-8.18, 0.15, -9.07], [-8.30, 0.43, -10.84], [-8.82, 1.70, -9.69]], "lowdin_charge": [-0.0555, -0.2618, -0.1462, -0.2012, -0.2130, -0.1410, -0.1923, -0.2297, -0.2110, -0.2827, 0.6031, -0.1412, -0.2797, -0.2617, -0.2054, -0.2792, 0.0133, -0.2796, -0.2662, -0.2221, -0.2083, -0.1843, -0.2332, -0.1912, -0.1781, -0.2473, -0.1889, -0.1264, -0.0492, -0.5184, -0.0644, -0.0647, 0.0735, 0.0535, 0.0596, 0.1053, 0.1018, 0.1251, 0.1240, 0.1303, 0.1120, 0.1293, 0.1084, 0.1311, 0.1121, 0.0697, 0.0613, 0.0213, 0.0127, 0.0088, 0.0606, 0.0585, 0.0620, 0.0851, 0.0913, 0.0864, 0.0939, 0.0806, 0.0534, 0.0216, 0.0440, 0.0563, 0.0932, 0.0820, 0.0805, 0.1036, 0.0867, 0.0885, 0.0861, 0.0977, 0.0776, 0.0775, 0.1177, 0.1217, 0.0938, 0.0959, 0.1241, 0.1203, 0.0758, 0.0856, 0.0761, 0.0496, 0.0564, 0.0625, 0.0659, 0.0537, 0.0502, 0.0437, -0.4466, 0.0746, 0.0592, 0.0907, 0.0962, 0.0981, 0.0379, -0.4242, 0.0698, 0.0237, 0.0889, 0.0972, 0.0723, 0.0495, -0.4304, 0.0676, 0.0271, 0.0948, 0.0587, 0.1107, 0.0503, -0.4387, 0.0580, 0.0639, 0.0905, 0.0980, 0.1042, 0.0437, -0.4471, 0.0767, 0.0596, 0.0915, 0.0969, 0.0985, 0.0539, -0.4476, 0.0571, 0.0558, 0.0916, 0.0950, 0.1020, 0.0509, -0.4309, 0.0431, 0.0844, 0.0968, 0.1024, 0.0636, 0.0439, -0.4494, 0.0613, 0.0625, 0.0927, 0.0994, 0.0971, 0.0479, -0.4388, 0.0625, 0.0778, 0.0924, 0.0986, 0.0998, 0.0380, -0.4438, 0.0347, 0.0775, 0.0942, 0.0789, 0.1000, 0.0562, -0.4485, 0.0670, 0.0460, 0.0702, 0.0965, 0.1061, 0.0312, -0.4556, 0.0600, 0.0600, 0.0875, 0.1025, 0.0913, 0.0551, -0.4423, 0.0468, 0.0763, 0.0884, 0.1026, 0.1035]}

***

{"formula": "C37H97N23O13", "method": "wB97M-V/def2-TZVPD", "multiplicity": 2, "e_lumo_ha": [-0.103, -0.301], "homo_lumo_gap_ev": [6.70, 1.31], "homo_ev": [-9.5, -9.5], "charge": 1, "species": ["C", "C", "C", "C", "C", "C", "N", "O", "C", "C", "C", "H", "H", "H", "H", "H", "H", "H", "H", "H", "H", "H", "H", "H", "H", "H", "H", "H", "H", "H", "C", "C", "C", "C", "C", "C", "N", "O", "C", "C", "C", "H", "H", "H", "H", "H", "H", "H", "H", "H", "H", "H", "H", "H", "H", "H", "H", "H", "H", "H", "C", "C", "C", "C", "C", "C", "N", "O", "C", "C", "C", "H", "H", "H", "H", "H", "H", "H", "H", "H", "H", "H", "H", "H", "H", "H", "H", "H", "H", "H", "C", "O", "N", "N", "H", "H", "H", "H", "C", "O", "N", "N", "H", "H", "H", "H", "C", "O", "N", "N", "H", "H", "H", "H", "C", "O", "N", "N", "H", "H", "H", "H", "C", "O", "N", "N", "H", "H", "H", "H", "C", "O", "N", "N", "H", "H", "H", "H", "C", "O", "N", "N", "H", "H", "H", "H", "C", "O", "N", "N", "H", "H", "H", "H", "C", "O", "N", "N", "H", "H", "H", "H", "C", "O", "N", "N", "H", "H", "H", "H"], "positions_angstrom": [[0.08, 3.96, 0.53], [-0.19, 3.13, 1.86], [1.16, 3.17, 2.71], [1.45, 4.39, 3.55], [0.12, 4.61, 4.38], [-1.18, 4.97, 3.55], [-1.37, 3.79, 2.62], [-2.54, 3.74, 1.97], [-2.32, 4.96, 4.62], [-1.11, 6.43, 2.94], [-0.58, 1.63, 1.58], [-0.81, 3.77, -0.08], [1.06, 3.80, 0.09], [-0.05, 5.04, 0.59], [1.32, 2.20, 3.19], [2.06, 3.01, 2.11], [1.56, 5.22, 2.86], [2.27, 4.21, 4.25], [0.31, 5.41, 5.09], [0.02, 3.63, 4.85], [-3.26, 5.20, 4.13], [-2.36, 3.94, 5.01], [-2.13, 5.75, 5.35], [-0.45, 6.45, 2.07], [-2.09, 6.69, 2.56], [-0.75, 7.23, 3.59], [0.24, 1.05, 1.15], [-1.33, 1.59, 0.79], [-0.96, 1.17, 2.49], [-2.41, 4.46, 1.34], [-2.19, -1.85, 5.79], [-0.72, -1.89, 5.37], [-0.22, -0.44, 4.96], [0.36, 0.50, 6.05], [1.28, -0.30, 6.93], [0.68, -1.62, 7.56], [0.15, -2.47, 6.48], [-0.20, -3.82, 6.79], [1.90, -2.29, 8.14], [-0.25, -1.22, 8.69], [-0.69, -2.64, 4.01], [-2.30, -1.82, 6.87], [-2.73, -2.75, 5.50], [-2.73, -1.00, 5.38], [0.41, -0.49, 4.08], [-1.05, 0.15, 4.57], [-0.46, 0.74, 6.72], [0.82, 1.44, 5.73], [1.72, 0.26, 7.76], [2.10, -0.57, 6.27], [2.63, -2.63, 7.40], [2.46, -1.68, 8.84], [1.49, -3.16, 8.66], [-0.80, -2.10, 9.03], [0.23, -0.77, 9.56], [-1.04, -0.57, 8.33], [-1.06, -3.66, 4.06], [0.32, -2.65, 3.61], [-1.34, -2.17, 3.27], [0.56, -4.36, 6.58], [-2.35, -2.27, -2.31], [-1.60, -1.48, -1.19], [-0.25, -2.20, -0.93], [0.77, -2.11, -2.06], [1.25, -0.66, -2.12], [0.05, 0.31, -2.39], [-1.16, -0.07, -1.55], [-2.25, 0.77, -1.76], [0.63, 1.71, -2.10], [-0.34, 0.30, -3.93], [-2.53, -1.55, 0.12], [-3.38, -1.93, -2.41], [-2.22, -3.35, -2.16], [-1.99, -2.04, -3.32], [0.19, -1.83, 0.00], [-0.30, -3.25, -0.65], [0.48, -2.41, -3.07], [1.48, -2.91, -1.85], [1.92, -0.58, -2.98], [1.69, -0.36, -1.17], [1.02, 1.79, -1.09], [1.39, 2.09, -2.79], [-0.19, 2.43, -2.16], [0.47, 0.67, -4.56], [-0.59, -0.73, -4.18], [-1.20, 0.96, -3.91], [-3.47, -1.09, -0.18], [-2.10, -0.95, 0.92], [-2.75, -2.59, 0.37], [-2.33, 1.29, -0.96], [-4.93, -0.34, -4.05], [-5.51, -0.08, -3.03], [-3.70, -0.11, -4.30], [-5.45, -0.59, -5.23], [-3.09, 0.27, -3.59], [-3.42, 0.19, -5.22], [-4.94, -0.57, -6.10], [-6.44, -0.77, -5.16], [-4.12, 0.25, 2.73], [-4.41, -0.94, 2.86], [-3.58, 0.93, 3.66], [-4.61, 0.97, 1.77], [-3.06, 0.44, 4.38], [-3.66, 1.94, 3.69], [-4.50, 1.98, 1.79], [-5.10, 0.51, 1.02], [4.14, -3.88, -0.80], [4.81, -2.91, -0.55], [3.27, -4.36, 0.01], [4.23, -4.52, -1.99], [2.87, -5.28, -0.13], [3.18, -3.94, 0.92], [4.89, -4.35, -2.73], [3.88, -5.46, -1.86], [1.44, -0.82, -8.00], [2.58, -0.59, -8.35], [0.84, -0.70, -6.83], [0.66, -1.42, -8.83], [1.41, -0.46, -6.03], [-0.15, -0.84, -6.69], [-0.32, -1.61, -8.67], [0.89, -1.24, -9.80], [4.49, 4.63, -0.71], [4.62, 5.76, -0.52], [5.27, 3.96, -1.60], [3.59, 3.84, -0.27], [5.12, 2.97, -1.73], [5.75, 4.51, -2.30], [3.47, 2.95, -0.73], [2.86, 4.19, 0.34], [4.00, 0.16, -5.08], [4.39, 0.04, -6.24], [3.13, 1.07, -4.72], [4.57, -0.50, -4.12], [2.95, 1.51, -5.62], [3.42, 1.68, -3.97], [5.09, -1.35, -4.28], [4.14, -0.35, -3.22], [2.81, -2.02, 2.59], [2.58, -3.17, 2.60], [2.79, -1.20, 3.63], [3.17, -1.41, 1.50], [2.42, -1.75, 4.40], [2.93, -0.21, 3.75], [3.49, -0.46, 1.62], [3.24, -2.01, 0.70], [-0.20, 4.42, -4.16], [0.66, 5.07, -3.57], [-1.46, 4.36, -3.81], [0.05, 3.70, -5.25], [-1.74, 4.90, -3.00], [-2.21, 3.93, -4.33], [-0.71, 3.26, -5.75], [0.97, 3.72, -5.68], [-4.72, -5.77, -3.43], [-3.51, -6.23, -3.42], [-4.95, -4.58, -3.09], [-5.77, -6.42, -3.81], [-4.12, -4.00, -3.16], [-5.84, -4.17, -3.33], [-5.70, -7.38, -4.12], [-6.70, -6.02, -3.75], [3.05, -3.60, -6.07], [3.78, -3.14, -6.98], [1.86, -3.16, -5.83], [3.48, -4.48, -5.25], [1.34, -2.44, -6.32], [1.32, -3.72, -5.18], [4.47, -4.61, -5.38], [2.88, -4.94, -4.58]], "lowdin_charge": [-0.0186, -0.3564, -0.1700, -0.1488, -0.1174, -0.4444, -0.1529, -0.0171, -0.0367, -0.0196, -0.0106, 0.0640, 0.0465, 0.0699, 0.0911, 0.0889, 0.1066, 0.1163, 0.1137, 0.0982, 0.0735, 0.0780, 0.0883, 0.0531, 0.0742, 0.0868, 0.0735, 0.0474, 0.0644, 0.0941, -0.0202, -0.4191, -0.1241, -0.1666, -0.1551, -0.5215, -0.0807, -0.0015, -0.0566, -0.0312, -0.0242, 0.0771, 0.0917, 0.0535, 0.0764, 0.0722, 0.1013, 0.0978, 0.1220, 0.0939, 0.0870, 0.0906, 0.0858, 0.0881, 0.0909, 0.0689, 0.0859, 0.0519, 0.0799, 0.0983, -0.0391, -0.4058, -0.1438, -0.1835, -0.1312, -0.4141, -0.0714, -0.0331, -0.0347, -0.0369, 0.0040, 0.0596, 0.0874, 0.0507, 0.1146, 0.1215, 0.0868, 0.0913, 0.0815, 0.1074, 0.0599, 0.0687, 0.0648, 0.0379, 0.0547, 0.0582, 0.0651, 0.0626, 0.0977, 0.0865, -0.8117, 0.0766, 0.1499, 0.1517, 0.0651, 0.1093, 0.1114, 0.1218, -0.8040, 0.0155, 0.1929, 0.1820, 0.0775, 0.1102, 0.0987, 0.1219, -0.7846, 0.0375, 0.1998, 0.1454, 0.1287, 0.0751, 0.0948, 0.0940, -0.7532, 0.1274, 0.1570, 0.1871, 0.0810, 0.1229, 0.1249, 0.1404, -0.8161, 0.1196, 0.1398, 0.1756, 0.0789, 0.1122, 0.0972, 0.0874, -0.7441, 0.1337, 0.1931, 0.2172, 0.1269, 0.1252, 0.1323, 0.1087, -0.8099, 0.0729, 0.1843, 0.1892, 0.0965, 0.1162, 0.1175, 0.0695, -0.7696, 0.0205, 0.1700, 0.1578, 0.1226, 0.1124, 0.1006, 0.1117, -0.7593, -0.0591, 0.1784, 0.1723, 0.0913, 0.1226, 0.1258, 0.1167, -0.6653, 0.2214, 0.2343, 0.2224, 0.0726, 0.1332, 0.1444, 0.1356]}

***

So what do the calculations give for ΔE to the lowest compared entry with this formula, charge and spin? Going down the list: 0.0, 62.9 kcal/mol.
So what do the calculations give for calculated total energy? Going down the list: -4939.4412, -3705.1221 hartree.